# 1
57
Properties=species:S:1:pos:R:3:lowdin_charge:R:1 method="wB97M-V/def2-TZVPD" s2=0.7555 multiplicity=2 lumo_energy_ev="0.260 / -0.966" charge=0 gap_ev="7.76 / 6.40" fmax_ev_per_a=1.716 homo_energy_ev="-7.497 / -7.366"
Cu 0.122 1.206 0.179 0.657
C -1.694 3.340 1.306 -0.054
N -1.475 1.908 1.445 -0.279
C -2.641 1.169 0.971 -0.154
C -2.526 0.821 -0.538 -0.207
N -1.333 1.397 -1.110 -0.078
C -1.107 1.296 -2.425 -0.194
C 0.015 1.981 -2.964 -0.155
F 0.797 2.656 -2.100 0.080
C 0.334 1.986 -4.306 -0.150
F 1.403 2.662 -4.744 0.116
C -0.463 1.295 -5.219 -0.150
F -0.161 1.288 -6.526 0.106
C -1.571 0.606 -4.742 -0.151
F -2.348 -0.076 -5.595 0.113
C -1.874 0.594 -3.390 -0.131
F -2.953 -0.135 -3.020 0.069
C -0.988 1.556 2.778 -0.173
C 0.505 1.890 2.868 -0.204
N 1.255 1.322 1.758 -0.067
C 1.980 0.205 1.944 -0.227
C 1.790 -0.815 2.910 -0.144
F 0.725 -0.763 3.756 0.059
C 2.567 -1.957 2.971 -0.151
F 2.284 -2.902 3.884 0.106
C 3.597 -2.160 2.063 -0.145
F 4.341 -3.275 2.107 0.107
C 3.818 -1.194 1.081 -0.147
F 4.789 -1.382 0.178 0.114
C 3.048 -0.052 1.041 -0.170
F 3.278 0.852 0.078 0.093
H -2.497 3.675 1.974 0.100
H -1.967 3.550 0.276 0.095
H -0.787 3.887 1.539 0.088
H -3.547 1.761 1.144 0.121
H -2.745 0.242 1.537 0.109
H -3.404 1.201 -1.069 0.121
H -2.530 -0.272 -0.642 0.104
H -1.118 0.484 2.938 0.099
H -1.550 2.075 3.566 0.130
H 0.898 1.565 3.836 0.122
H 0.632 2.975 2.804 0.105
C -1.136 -3.880 1.213 -0.007
C -0.379 -2.894 0.409 -0.283
C 0.426 -3.020 -0.702 0.038
C 0.846 -1.720 -1.031 -0.306
N 0.330 -0.858 -0.166 0.042
N -0.402 -1.579 0.700 0.072
C 1.731 -1.332 -2.154 0.000
H -0.812 -4.883 0.959 0.086
H -2.205 -3.805 1.015 0.087
H -0.977 -3.709 2.276 0.084
H 0.687 -3.922 -1.211 0.114
H -0.858 -1.131 1.478 0.139
H 2.449 -2.127 -2.331 0.089
H 2.254 -0.407 -1.936 0.075
H 1.147 -1.194 -3.064 0.083

---

# 2
49
Properties=species:S:1:pos:R:3:lowdin_charge:R:1 method="wB97M-V/def2-TZVPD" relative_energy_ev=1.594 lumo_energy_ev=-0.922 charge=0 smiles="O=C1c2ccccc2C(=O)N1SC(F)(F)F.C1=C(N2CCCC2)c2ccccc2C1" gap_ev=6.08 fmax_ev_per_a=2.273 homo_energy_ev=-7.006
O 2.650 -0.325 -0.243 0.069
C 2.752 0.897 -0.195 -0.413
C 1.839 1.939 -0.684 -0.104
C 0.883 1.831 -1.696 0.000
C 0.264 3.039 -2.049 -0.055
C 0.511 4.254 -1.379 -0.044
C 1.530 4.331 -0.425 0.012
C 2.189 3.154 -0.090 -0.075
C 3.482 2.975 0.663 -0.347
O 4.168 3.736 1.317 0.122
N 3.818 1.606 0.368 -0.234
S 5.319 0.764 0.745 1.111
C 6.740 1.755 -0.029 -0.777
F 7.854 1.708 0.760 0.080
F 6.418 3.058 -0.192 0.089
F 7.096 1.276 -1.245 0.078
H 0.647 0.906 -2.241 0.134
H -0.434 3.024 -2.885 0.110
H -0.087 5.109 -1.679 0.108
H 1.818 5.267 0.033 0.124
C -0.215 -0.540 0.857 -0.025
C -1.113 -1.614 0.904 -0.174
N -0.996 -2.770 0.162 -0.074
C -2.091 -3.742 0.145 -0.171
C -1.965 -4.527 -1.165 -0.159
C -0.705 -4.015 -1.890 -0.171
C -0.362 -2.687 -1.212 -0.129
C -2.412 -1.091 1.498 -0.103
C -3.551 -1.706 2.073 -0.042
C -4.655 -0.905 2.445 -0.091
C -4.658 0.491 2.210 -0.098
C -3.530 1.086 1.627 -0.045
C -2.404 0.306 1.326 -0.155
C -1.019 0.731 0.785 -0.131
H 0.849 -0.636 0.647 0.069
H -3.059 -3.229 0.165 0.099
H -2.022 -4.366 1.044 0.120
H -2.847 -4.303 -1.781 0.107
H -1.909 -5.607 -0.991 0.106
H 0.121 -4.736 -1.809 0.109
H -0.925 -3.845 -2.952 0.105
H 0.714 -2.468 -1.155 0.111
H -0.829 -1.861 -1.788 0.121
H -3.599 -2.789 2.257 0.102
H -5.542 -1.323 2.947 0.100
H -5.538 1.115 2.451 0.102
H -3.494 2.164 1.443 0.108
H -0.602 1.657 1.210 0.116
H -1.099 0.905 -0.307 0.105

---

# 3
58
Properties=species:S:1:pos:R:3:lowdin_charge:R:1 method="wB97M-V/def2-TZVPD" relative_energy_ev=2.933 s2=0.7627 multiplicity=2 lumo_energy_ev="2.436 / 2.437" charge=-1 gap_ev="7.00 / 6.96" fmax_ev_per_a=2.067 homo_energy_ev="-4.561 / -4.522"
Ru 0.011 0.489 0.119 1.308
C -0.831 -2.045 -1.922 -0.124
N -0.916 -1.887 -0.482 -0.094
C -2.250 -1.993 0.092 -0.138
C -2.377 -1.159 1.327 -0.323
N -1.553 -0.218 1.663 0.031
C -2.070 0.376 2.806 -0.218
C -1.606 1.461 3.539 0.003
C -2.349 1.842 4.639 -0.086
C -3.526 1.171 5.000 -0.106
C -4.003 0.100 4.265 -0.033
C -3.251 -0.278 3.161 -0.183
N -3.414 -1.267 2.202 0.178
C -0.796 -0.697 -2.576 -0.317
N -0.007 0.261 -2.179 0.058
C -0.299 1.359 -2.984 -0.221
C 0.212 2.650 -2.960 -0.015
C -0.289 3.545 -3.882 -0.084
C -1.270 3.172 -4.812 -0.097
C -1.782 1.890 -4.845 -0.026
C -1.280 0.998 -3.907 -0.186
N -1.557 -0.334 -3.633 0.181
H -1.665 -2.631 -2.326 0.120
H 0.100 -2.561 -2.154 0.126
H -0.237 -2.452 0.010 0.052
H -2.531 -3.033 0.308 0.125
H -2.958 -1.574 -0.625 0.119
H -0.718 1.986 3.212 0.105
H -2.034 2.696 5.226 0.095
H -4.084 1.507 5.866 0.091
H -4.927 -0.399 4.529 0.099
H -4.202 -1.880 2.108 0.157
H 0.947 2.935 -2.221 0.112
H 0.063 4.569 -3.876 0.100
H -1.648 3.911 -5.507 0.095
H -2.555 1.606 -5.549 0.102
H -2.316 -0.868 -4.016 0.160
O 1.136 1.341 1.858 -0.250
N 2.088 0.783 2.592 -0.211
C 2.995 1.639 3.108 -0.035
C 3.993 1.230 3.948 -0.084
C 4.082 -0.128 4.267 -0.095
C 3.185 -0.999 3.705 -0.108
C 2.167 -0.565 2.829 -0.701
S 1.077 -1.621 2.082 0.642
H 2.848 2.663 2.802 0.135
H 4.686 1.958 4.343 0.095
H 4.855 -0.490 4.933 0.098
H 3.228 -2.060 3.900 0.092
F 2.424 0.893 -1.496 0.027
C 2.016 0.046 -0.507 -0.615
F 2.003 -1.197 -1.079 0.006
F 3.049 0.029 0.349 0.051
O -2.277 0.626 -0.840 -0.513
Se -2.342 2.216 -0.362 0.772
O -3.350 2.368 0.894 -0.464
O -0.730 2.478 0.123 -0.545
O -2.731 3.164 -1.611 -0.464

---

# 4
49
Properties=species:S:1:pos:R:3:lowdin_charge:R:1 method="wB97M-V/def2-TZVPD" relative_energy_ev=4.069 lumo_energy_ev=-0.764 charge=0 gap_ev=6.87 fmax_ev_per_a=4.028 homo_energy_ev=-7.634
O 2.859 -2.993 2.111 0.117
O -1.681 -1.786 -0.378 0.051
O 4.071 -0.278 2.638 -0.314
O 1.664 0.262 2.713 -0.341
N 2.749 -0.540 0.497 -0.105
C 1.783 -2.599 1.633 -0.239
C -0.654 -1.971 0.274 -0.298
C 1.652 -1.359 0.726 -0.228
C 1.218 0.986 -1.245 0.001
C 0.467 -1.033 0.096 -0.083
C 0.606 2.166 -1.496 -0.016
C -0.920 0.922 -0.553 0.024
C 4.029 4.626 0.687 -0.110
C -0.647 -4.948 3.308 -0.059
C -1.784 -4.706 2.563 -0.073
C 4.588 3.517 0.071 -0.083
C 3.170 4.427 1.745 -0.098
C 0.524 -4.271 2.976 0.020
C -1.798 -3.750 1.557 0.008
C 4.269 2.188 0.461 -0.066
C 2.782 3.137 2.153 -0.050
C 0.550 -3.331 1.922 -0.082
C -0.628 -3.042 1.230 -0.097
C 3.334 2.023 1.485 -0.280
N 0.282 0.186 -0.588 0.079
N -0.724 2.070 -1.104 -0.026
C -2.851 3.011 -0.212 -0.049
C -2.275 3.052 -2.726 -0.031
C -1.733 3.140 -1.270 -0.332
S 2.943 0.332 1.976 0.659
H 2.268 0.715 -1.449 0.135
H 1.112 3.038 -1.899 0.137
H -1.808 0.514 -0.120 0.151
H 4.280 5.665 0.395 0.114
H -0.685 -5.687 4.093 0.105
H -2.704 -5.226 2.796 0.105
H 5.332 3.672 -0.721 0.105
H 2.701 5.275 2.262 0.107
H 1.431 -4.459 3.531 0.119
H -2.721 -3.429 1.067 0.121
H 4.769 1.363 -0.038 0.116
H 2.049 2.954 2.956 0.117
H -2.462 2.914 0.822 0.099
H -3.476 3.896 -0.289 0.082
H -3.456 2.110 -0.443 0.089
H -3.019 3.850 -2.897 0.091
H -2.783 2.092 -2.803 0.085
H -1.491 3.115 -3.463 0.072
H -1.252 4.120 -1.118 0.149

---

# 5
49
Properties=species:S:1:pos:R:3:lowdin_charge:R:1 method="wB97M-V/def2-TZVPD" relative_energy_ev=3.291 lumo_energy_ev=0.043 charge=0 smiles="COc1cc(C(=O)Nc2ccc3oc(-c4cccnc4)nc3c2)cc(OC)c1OC" gap_ev=8.27 fmax_ev_per_a=1.408 homo_energy_ev=-8.229
C -2.559 -6.308 3.439 -0.062
O -2.295 -5.288 2.501 -0.053
C -1.470 -4.251 2.778 -0.180
C -1.269 -3.391 1.695 0.064
C -0.483 -2.263 1.808 -0.134
C -0.297 -1.406 0.599 -0.413
O -0.204 -1.865 -0.517 0.092
N -0.258 -0.069 0.896 0.130
C -0.089 1.017 0.034 -0.212
C -0.198 2.298 0.605 -0.025
C -0.041 3.452 -0.134 0.006
C 0.232 3.290 -1.479 -0.197
O 0.437 4.212 -2.451 0.130
C 0.662 3.473 -3.574 -0.274
C 0.923 4.139 -4.829 -0.121
C 1.147 3.393 -5.989 -0.001
C 1.393 4.067 -7.170 -0.051
C 1.408 5.456 -7.149 -0.144
N 1.198 6.170 -6.055 0.065
C 0.962 5.532 -4.926 -0.081
N 0.619 2.189 -3.399 0.208
C 0.345 2.012 -2.068 -0.196
C 0.186 0.856 -1.316 0.075
C 0.141 -1.973 3.020 0.020
C -0.034 -2.817 4.105 -0.185
O 0.529 -2.600 5.330 -0.091
C 1.317 -1.452 5.522 -0.075
C -0.841 -3.970 3.998 -0.127
O -1.051 -4.781 5.096 -0.111
C 0.092 -5.407 5.649 -0.064
H -1.657 -6.873 3.685 0.094
H -3.270 -6.968 2.941 0.095
H -3.001 -5.912 4.355 0.097
H -1.741 -3.630 0.756 0.135
H -0.441 0.180 1.858 0.132
H -0.415 2.380 1.661 0.109
H -0.127 4.429 0.313 0.118
H 1.121 2.316 -5.934 0.116
H 1.571 3.530 -8.089 0.103
H 1.596 6.028 -8.047 0.104
H 0.795 6.150 -4.055 0.120
H 0.267 -0.119 -1.763 0.110
H 0.789 -1.115 3.101 0.105
H 2.200 -1.453 4.874 0.100
H 1.636 -1.489 6.562 0.097
H 0.741 -0.536 5.356 0.097
H 0.642 -5.968 4.884 0.100
H -0.289 -6.096 6.401 0.095
H 0.763 -4.687 6.119 0.083

---

# 6
50
Properties=species:S:1:pos:R:3:lowdin_charge:R:1 method="wB97M-V/def2-TZVPD" relative_energy_ev=0.000 lumo_energy_ev=-3.631 charge=+1 gap_ev=7.17 fmax_ev_per_a=0.355 homo_energy_ev=-10.799
Zn -0.010 0.155 0.255 0.652
C 4.403 0.158 -0.491 -0.021
C 4.649 1.508 -0.664 -0.020
C 3.580 2.389 -0.744 0.015
C 2.295 1.886 -0.640 -0.189
N 2.060 0.580 -0.462 0.062
C 3.086 -0.262 -0.392 -0.095
C 1.073 2.746 -0.736 -0.171
C 1.079 4.112 -0.975 0.025
C -0.139 4.769 -1.053 -0.007
C -1.325 4.067 -0.900 0.024
C -1.250 2.702 -0.664 -0.175
N -0.074 2.092 -0.589 0.088
C -2.427 1.801 -0.472 -0.187
C -3.735 2.245 -0.566 0.016
C -4.766 1.339 -0.368 -0.020
C -4.462 0.021 -0.077 -0.024
C -3.128 -0.342 -0.001 -0.100
N -2.136 0.522 -0.204 0.055
H 5.207 -0.559 -0.425 0.119
H 5.663 1.878 -0.737 0.123
H 3.755 3.446 -0.881 0.115
H 2.836 -1.306 -0.248 0.109
H 2.001 4.660 -1.097 0.116
H -0.165 5.835 -1.235 0.125
H -2.272 4.581 -0.958 0.116
H -3.955 3.278 -0.787 0.115
H -5.795 1.664 -0.437 0.123
H -5.233 -0.715 0.097 0.119
H -2.834 -1.358 0.238 0.112
C -1.094 -4.633 -2.232 -0.004
C -0.521 -3.784 -1.151 -0.280
C 0.131 -4.106 0.018 0.041
C 0.452 -2.889 0.640 -0.309
N 0.013 -1.875 -0.107 -0.007
N -0.584 -2.439 -1.187 0.048
C 1.154 -2.682 1.939 -0.022
H -0.798 -5.668 -2.081 0.090
H -0.738 -4.320 -3.213 0.089
H -2.184 -4.591 -2.230 0.090
H 0.356 -5.095 0.378 0.126
H -0.918 -1.861 -1.939 0.163
H 1.829 -3.513 2.136 0.096
H 0.448 -2.642 2.769 0.082
H 1.729 -1.758 1.948 0.060
N 0.110 0.568 2.175 0.080
C 0.161 0.272 3.311 -0.363
N 0.176 0.027 4.546 0.087
C 0.865 -1.000 5.026 -0.395
N 1.437 -1.900 5.470 0.109

---

# 7
54
Properties=species:S:1:pos:R:3:lowdin_charge:R:1 method="wB97M-V/def2-TZVPD" lumo_energy_ev=-4.273 charge=+1 gap_ev=6.28 fmax_ev_per_a=0.434 homo_energy_ev=-10.551
Ti -0.199 -0.534 0.620 1.088
Cl 6.406 1.264 1.225 0.710
C 4.945 0.593 0.608 -0.673
C 3.753 0.902 1.247 -0.019
C 2.565 0.373 0.766 -0.197
N 1.272 0.579 1.299 -0.005
C 1.053 1.412 2.377 -0.411
O 1.880 1.949 3.074 0.129
C -0.410 1.638 2.630 -0.169
C -0.848 2.377 3.712 0.045
C -2.214 2.541 3.874 -0.002
C -3.082 1.948 2.966 -0.010
C -2.558 1.200 1.928 -0.113
N -1.240 1.065 1.758 -0.007
C 2.566 -0.477 -0.353 -0.197
C 3.765 -0.786 -0.980 -0.018
C 4.950 -0.245 -0.498 -0.671
Cl 6.419 -0.646 -1.302 0.712
N 1.289 -0.978 -0.675 -0.021
C 1.121 -1.953 -1.620 -0.452
O 1.947 -2.392 -2.393 0.105
C -0.285 -2.475 -1.662 -0.188
C -0.647 -3.485 -2.536 0.043
C -1.962 -3.915 -2.524 -0.005
C -2.861 -3.336 -1.636 -0.017
C -2.412 -2.355 -0.774 -0.090
N -1.140 -1.934 -0.792 0.002
H 3.769 1.543 2.112 0.103
H -0.119 2.801 4.387 0.135
H -2.602 3.116 4.704 0.126
H -4.153 2.048 3.065 0.121
H -3.199 0.693 1.219 0.122
H 3.794 -1.439 -1.835 0.102
H 0.103 -3.896 -3.195 0.135
H -2.288 -4.699 -3.194 0.125
H -3.893 -3.652 -1.597 0.120
H -3.061 -1.907 -0.033 0.118
O 0.484 -2.262 1.653 -0.043
C -0.601 -2.351 2.272 -0.401
O -1.523 -1.530 1.979 -0.111
H -0.755 -3.107 3.049 0.159
C -2.259 2.121 -1.337 -0.246
P -0.709 1.164 -1.329 0.828
C -0.630 0.489 -3.012 -0.224
C 0.586 2.432 -1.296 -0.221
H -2.280 2.803 -2.188 0.059
H -2.338 2.708 -0.422 0.039
H -3.121 1.457 -1.408 0.050
H -0.766 1.292 -3.739 0.064
H -1.413 -0.255 -3.166 0.052
H 0.342 0.027 -3.186 0.054
H 0.472 3.120 -2.134 0.064
H 1.567 1.960 -1.346 0.050
H 0.521 2.993 -0.363 0.055

---

# 8
51
Properties=species:S:1:pos:R:3:lowdin_charge:R:1 method="wB97M-V/def2-TZVPD" relative_energy_ev=0.000 s2=6.0295 multiplicity=5 lumo_energy_ev="0.503 / -2.617" charge=0 gap_ev="8.28 / 4.90" fmax_ev_per_a=0.108 homo_energy_ev="-7.779 / -7.519"
Co -0.181 -0.214 -0.296 0.229
C 2.501 -1.615 -0.347 -0.036
N 1.988 -0.247 -0.115 -0.229
C 2.216 0.205 1.272 -0.160
C 1.214 -0.433 2.220 -0.146
N -0.175 -0.010 1.934 -0.204
C -1.106 -0.955 2.580 -0.057
C -0.431 1.358 2.366 -0.271
C -0.572 1.645 3.720 -0.037
C -0.845 2.931 4.153 -0.084
C -0.987 3.949 3.218 -0.088
C -0.836 3.675 1.873 -0.115
C -0.542 2.383 1.420 -0.577
S -0.217 2.132 -0.286 0.704
C 2.520 0.643 -1.115 -0.301
C 3.708 1.326 -0.916 -0.015
C 4.231 2.136 -1.915 -0.053
C 3.577 2.257 -3.136 -0.072
C 2.400 1.573 -3.352 -0.094
C 1.842 0.764 -2.349 -0.618
S 0.322 -0.002 -2.620 0.818
H 3.584 -1.651 -0.189 0.102
H 2.274 -1.909 -1.369 0.093
H 1.997 -2.320 0.309 0.072
H 2.102 1.290 1.294 0.120
H 3.229 -0.046 1.609 0.128
H 1.486 -0.188 3.253 0.133
H 1.244 -1.519 2.119 0.120
H -0.924 -1.041 3.655 0.089
H -0.974 -1.937 2.132 0.080
H -2.128 -0.618 2.421 0.092
H -0.470 0.855 4.453 0.108
H -0.955 3.133 5.210 0.101
H -1.213 4.957 3.540 0.103
H -0.935 4.464 1.138 0.098
H 4.235 1.234 0.024 0.115
H 5.156 2.668 -1.739 0.109
H 3.987 2.889 -3.913 0.108
H 1.869 1.662 -4.290 0.105
Cl -5.461 -5.142 0.294 0.653
C -3.975 -4.254 0.138 -0.683
C -4.011 -2.887 -0.061 -0.133
C -2.816 -2.205 -0.184 -0.541
Cl -2.838 -0.474 -0.413 0.776
C -1.549 -2.818 -0.127 -0.496
O -0.431 -2.176 -0.252 -0.231
C -1.587 -4.212 0.094 -0.584
Cl -0.070 -5.042 0.224 0.695
C -2.764 -4.923 0.221 -0.135
H -4.952 -2.359 -0.119 0.107
H -2.735 -5.991 0.385 0.105